{
  "formula": "C47H63BBaGeN7O5S2Se",
  "method": "the ωB97M-V functional and the def2-TZVPD basis",
  "species": ["Ba", "C", "C", "C", "C", "N", "N", "B", "N", "N", "C", "C", "C", "C", "C", "C", "C", "C", "N", "N", "C", "C", "C", "C", "C", "C", "C", "C", "C", "C", "C", "C", "H", "H", "H", "H", "H", "H", "H", "H", "H", "H", "H", "H", "H", "H", "H", "H", "H", "H", "H", "H", "H", "H", "H", "H", "H", "H", "H", "H", "H", "H", "H", "H", "H", "H", "H", "H", "H", "H", "H", "H", "S", "C", "C", "C", "C", "C", "C", "C", "C", "C", "N", "H", "H", "H", "H", "H", "H", "C", "S", "C", "O", "H", "H", "H", "H", "H", "H", "O", "Se", "O", "O", "O", "Ge", "C", "C", "C", "C", "C", "C", "C", "C", "C", "C", "C", "C", "H", "H", "H", "H", "H", "H", "H", "H", "H", "H", "H"],
  "positions_angstrom": [[0.88, -0.50, 0.30], [-1.09, 1.16, -6.29], [-0.83, 1.77, -4.95], [-1.40, 2.88, -4.36], [-0.78, 2.99, -3.10], [0.11, 2.04, -2.94], [0.08, 1.29, -4.08], [0.82, -0.08, -4.12], [0.02, -1.06, -3.19], [-1.15, -0.63, -2.66], [-1.86, -1.69, -2.35], [-1.14, -2.87, -2.68], [0.05, -2.42, -3.21], [1.25, -3.17, -3.71], [-3.24, -1.50, -1.74], [-3.80, -2.84, -1.30], [-4.14, -0.87, -2.82], [-3.17, -0.54, -0.54], [2.29, 0.18, -3.69], [2.81, -0.03, -2.45], [4.10, 0.27, -2.55], [4.42, 0.69, -3.85], [3.23, 0.63, -4.54], [2.94, 0.99, -5.97], [5.04, 0.14, -1.36], [6.49, 0.20, -1.82], [4.76, -1.19, -0.67], [4.76, 1.30, -0.37], [-0.98, 4.05, -2.02], [0.25, 4.98, -2.02], [-2.25, 4.84, -2.27], [-1.06, 3.34, -0.64], [-1.80, 1.78, -6.84], [-1.52, 0.15, -6.20], [-0.17, 1.07, -6.87], [-2.17, 3.50, -4.80], [0.81, -0.52, -5.26], [-1.45, -3.90, -2.55], [1.07, -4.24, -3.67], [2.12, -2.93, -3.08], [1.50, -2.87, -4.73], [-3.97, -3.50, -2.16], [-4.76, -2.70, -0.78], [-3.11, -3.35, -0.61], [-4.18, -1.50, -3.71], [-3.75, 0.11, -3.11], [-5.16, -0.74, -2.43], [-2.78, -1.05, 0.34], [-4.17, -0.17, -0.29], [-2.51, 0.31, -0.78], [5.38, 1.00, -4.25], [3.83, 1.42, -6.42], [2.13, 1.73, -6.03], [2.63, 0.12, -6.55], [6.70, -0.56, -2.58], [7.15, 0.01, -0.96], [6.74, 1.19, -2.23], [5.03, -2.04, -1.32], [3.70, -1.25, -0.48], [5.32, -1.27, 0.27], [5.00, 2.26, -0.83], [5.38, 1.18, 0.53], [3.72, 1.31, -0.09], [0.30, 5.55, -2.95], [1.16, 4.39, -1.92], [0.20, 5.69, -1.18], [-2.19, 5.39, -3.22], [-2.41, 5.56, -1.46], [-3.12, 4.17, -2.32], [-0.29, 2.59, -0.55], [-2.04, 2.84, -0.54], [-0.95, 4.08, 0.18], [1.37, 2.81, 3.62], [1.39, 3.93, 2.32], [1.53, 3.32, 1.11], [1.63, 1.88, 1.15], [1.56, 1.47, 2.46], [1.90, 0.14, 3.00], [2.10, -0.08, 4.37], [2.63, -1.28, 4.79], [3.01, -2.25, 3.86], [2.74, -1.99, 2.54], [2.15, -0.85, 2.09], [1.31, 4.99, 2.54], [1.60, 3.88, 0.18], [1.83, 0.68, 5.08], [2.73, -1.47, 5.85], [3.46, -3.19, 4.15], [2.99, -2.71, 1.77], [-2.32, 2.60, 4.79], [-2.66, 1.98, 3.16], [-2.32, 3.49, 2.30], [-1.51, 1.07, 2.81], [-3.03, 3.41, 5.00], [-1.29, 2.96, 4.81], [-2.46, 1.79, 5.50], [-3.02, 4.27, 2.65], [-2.46, 3.30, 1.23], [-1.28, 3.77, 2.49], [1.79, -2.68, -0.16], [0.36, -3.25, 0.37], [0.44, -3.31, 2.08], [-0.69, -2.00, 0.16], [-0.08, -4.69, -0.22], [-0.54, -1.71, 2.52], [-2.43, -2.39, 2.51], [-2.71, -3.72, 2.13], [-3.96, -4.30, 2.37], [-4.96, -3.56, 2.99], [-4.71, -2.25, 3.38], [-3.46, -1.68, 3.16], [-0.33, -1.95, 4.51], [-0.87, -0.99, 5.40], [-1.06, -1.27, 6.75], [-0.73, -2.52, 7.26], [-0.22, -3.49, 6.41], [-0.04, -3.23, 5.04], [-0.26, -0.36, 1.92], [-1.96, -4.33, 1.64], [-4.15, -5.32, 2.08], [-5.93, -4.01, 3.18], [-5.49, -1.67, 3.86], [-3.27, -0.68, 3.50], [-1.12, 0.00, 5.00], [-1.47, -0.51, 7.41], [-0.86, -2.73, 8.31], [0.03, -4.47, 6.80], [0.33, -4.01, 4.40]],
  "mulliken_charge": [3.60, -1.46, 0.44, -0.94, -0.43, -0.29, 0.60, -0.35, 1.05, -0.35, -0.85, -0.20, 0.18, -1.68, 3.01, -2.11, -1.94, -0.60, 0.04, 0.90, -0.45, -0.97, 0.35, -1.45, 2.62, -2.43, -1.78, -1.32, 2.65, -1.84, -2.47, -0.88, 0.43, 0.23, 0.15, 0.40, -0.09, 0.36, 0.45, 0.07, 0.35, 0.37, 0.42, 0.17, 0.39, 0.24, 0.50, -0.41, 0.79, -0.51, 0.43, 0.39, 0.17, 0.23, 0.44, 0.43, 0.40, 0.40, 0.24, 0.38, 0.42, 0.39, -0.06, 0.46, 0.24, 0.40, 0.44, 0.41, 0.41, -0.70, 0.30, 0.84, -0.38, -0.48, -0.35, -1.76, 1.37, 1.16, -1.24, -0.40, -1.34, -0.02, -0.12, 0.44, 0.38, 0.42, 0.44, 0.42, 0.71, -0.94, 0.32, -0.24, -1.94, 0.53, 0.14, 0.25, 0.64, 0.26, -0.19, -0.30, 1.03, -0.42, -2.15, -0.90, 3.13, 0.83, -0.59, -0.73, -0.60, -0.76, -0.40, 0.62, -0.10, -0.57, -0.64, -0.79, -0.56, -0.67, 0.35, 0.43, 0.35, 0.41, 0.27, -0.02, 0.41, 0.36, 0.41, 0.48],
  "total_charge": -1,
  "e_lumo_ev": 1.809,
  "homo_energy_ha": -0.1872,
  "homo_lumo_gap_ev": 6.90
}

---

{
  "formula": "C47H65ClI2N3O7",
  "method": "the ωB97M-V functional and the def2-TZVPD basis",
  "species": ["C", "C", "C", "C", "C", "C", "C", "C", "C", "C", "O", "C", "N", "C", "C", "C", "C", "C", "C", "Cl", "C", "O", "C", "C", "C", "O", "O", "C", "C", "C", "I", "C", "C", "I", "C", "C", "C", "O", "H", "H", "H", "H", "H", "H", "H", "H", "H", "H", "H", "H", "H", "H", "H", "H", "H", "H", "H", "H", "H", "H", "H", "H", "H", "H", "H", "H", "H", "C", "C", "C", "C", "C", "C", "N", "O", "C", "C", "C", "H", "H", "H", "H", "H", "H", "H", "H", "H", "H", "H", "H", "H", "H", "H", "H", "H", "H", "C", "C", "C", "C", "C", "C", "N", "O", "C", "C", "C", "H", "H", "H", "H", "H", "H", "H", "H", "H", "H", "H", "H", "H", "H", "H", "H", "H", "H"],
  "positions_angstrom": [[-5.53, 1.08, 4.59], [-6.61, 1.53, 4.87], [-7.89, 2.20, 5.07], [-8.12, 3.41, 4.17], [-8.06, 3.13, 2.66], [-6.66, 3.07, 2.08], [-5.90, 4.20, 2.20], [-4.60, 4.30, 1.73], [-3.90, 5.61, 1.94], [-4.34, 6.75, 0.97], [-5.74, 6.89, 0.89], [-3.75, 6.64, -0.44], [-4.51, 5.73, -1.29], [-4.08, 3.17, 1.10], [-4.86, 2.03, 0.93], [-6.15, 1.96, 1.41], [-7.01, 0.74, 1.25], [-8.05, 0.85, 0.10], [-8.26, -0.50, -0.62], [-7.61, 2.10, -1.13], [-4.27, 0.84, 0.21], [-4.98, 0.05, -0.38], [-2.80, 0.69, 0.27], [-2.18, -0.54, 0.12], [-2.93, -1.85, -0.14], [-3.04, -2.21, -1.32], [-3.28, -2.44, 0.90], [-0.82, -0.60, 0.23], [-0.04, 0.51, 0.47], [1.45, 0.29, 0.62], [1.67, -0.52, 2.63], [2.31, 1.52, 0.49], [3.81, 1.31, 0.79], [2.15, 2.39, -1.49], [-0.65, 1.73, 0.58], [-2.02, 1.81, 0.48], [-2.67, 3.14, 0.61], [-2.03, 4.15, 0.35], [-4.62, 0.67, 4.24], [-7.92, 2.54, 6.11], [-8.69, 1.46, 4.96], [-7.45, 4.24, 4.41], [-9.13, 3.76, 4.38], [-8.54, 3.99, 2.16], [-8.66, 2.27, 2.40], [-6.32, 5.06, 2.70], [-2.82, 5.53, 1.93], [-4.17, 5.96, 2.94], [-3.98, 7.67, 1.41], [-6.11, 6.11, 0.47], [-2.69, 6.39, -0.38], [-3.82, 7.63, -0.89], [-4.06, 5.68, -2.20], [-4.46, 4.78, -0.93], [-6.42, -0.16, 1.12], [-7.60, 0.60, 2.16], [-9.00, 1.17, 0.52], [-8.39, -0.33, -1.68], [-9.18, -0.97, -0.27], [-7.42, -1.16, -0.41], [-0.35, -1.58, 0.15], [1.76, -0.52, -0.04], [1.93, 2.28, 1.17], [4.15, 2.11, 1.45], [4.01, 0.36, 1.27], [4.43, 1.37, -0.10], [-0.12, 2.65, 0.76], [0.39, -6.14, -1.06], [1.73, -5.86, -0.34], [2.37, -7.19, 0.07], [1.62, -7.90, 1.19], [1.44, -6.97, 2.40], [0.87, -5.59, 2.06], [1.53, -4.99, 0.86], [2.66, -4.45, 1.20], [-0.66, -5.69, 1.83], [1.03, -4.67, 3.26], [2.59, -5.15, -1.37], [0.59, -6.50, -2.07], [-0.22, -6.90, -0.59], [-0.20, -5.23, -1.15], [3.41, -7.01, 0.39], [2.43, -7.84, -0.81], [0.65, -8.25, 0.85], [2.18, -8.78, 1.50], [0.79, -7.45, 3.14], [2.42, -6.84, 2.88], [-1.06, -4.74, 1.46], [-1.16, -5.90, 2.78], [-0.95, -6.48, 1.15], [2.06, -4.61, 3.61], [0.43, -5.03, 4.09], [0.70, -3.66, 3.01], [2.12, -4.23, -1.70], [2.73, -5.79, -2.23], [3.58, -4.90, -0.98], [9.61, 2.02, -3.59], [8.70, 1.24, -2.61], [9.14, -0.22, -2.56], [8.82, -0.98, -3.85], [7.34, -0.85, -4.21], [6.81, 0.59, -4.20], [7.27, 1.35, -3.00], [6.52, 1.06, -1.98], [7.24, 1.32, -5.49], [5.28, 0.55, -4.25], [8.93, 1.90, -1.25], [10.58, 2.19, -3.13], [9.81, 1.49, -4.52], [9.18, 2.99, -3.83], [8.65, -0.72, -1.72], [10.21, -0.27, -2.36], [9.44, -0.63, -4.67], [9.07, -2.04, -3.72], [7.16, -1.29, -5.19], [6.76, -1.45, -3.49], [6.98, 2.38, -5.44], [6.72, 0.89, -6.35], [8.30, 1.24, -5.71], [4.86, -0.06, -3.46], [4.96, 0.12, -5.20], [4.86, 1.55, -4.17], [8.67, 2.96, -1.29], [9.98, 1.82, -0.98], [8.35, 1.43, -0.46]],
  "mulliken_charge": [0.31, -0.60, -0.95, -0.64, -1.38, 0.71, -0.63, 0.49, -1.30, -0.18, -0.61, -0.51, -0.63, -0.02, 0.87, 0.25, -2.06, 0.34, -1.40, -0.23, -0.28, -0.60, -0.42, 0.58, 0.22, -0.79, -0.78, -1.04, 1.17, -0.85, 0.14, -0.28, -0.78, 0.05, -1.07, 0.00, 0.15, -0.67, 0.51, 0.40, 0.32, 0.43, 0.38, 0.44, 0.19, 0.68, 0.56, 0.41, 0.47, 0.49, 0.26, 0.48, 0.28, 0.13, 0.91, 0.62, 0.43, 0.37, 0.35, 0.35, 0.67, 0.62, 0.44, 0.26, 0.37, 0.06, 0.62, -1.78, 1.66, -1.33, -0.49, -1.42, 1.61, 0.95, -0.63, -1.81, -1.70, -1.91, 0.49, 0.32, 0.33, 0.37, 0.36, 0.31, 0.39, 0.36, 0.36, 0.42, 0.51, 0.29, 0.36, 0.46, 0.28, 0.41, 0.43, 0.39, -1.79, 1.80, -1.28, -0.49, -1.31, 1.77, 0.35, -0.49, -1.78, -1.81, -1.93, 0.46, 0.30, 0.37, 0.38, 0.37, 0.31, 0.38, 0.37, 0.39, 0.38, 0.47, 0.30, 0.37, 0.43, 0.42, 0.45, 0.43, 0.37],
  "total_charge": -1,
  "e_lumo_ev": [1.800, 1.618],
  "homo_energy_ha": [-0.1791, -0.1791],
  "homo_lumo_gap_ev": [6.67, 6.49],
  "s_squared": 2.008,
  "multiplicity": 3
}

---

{
  "formula": "C47H66F24N6O7",
  "method": "the ωB97M-V functional and the def2-TZVPD basis",
  "species": ["F", "C", "F", "C", "F", "F", "C", "O", "C", "F", "F", "C", "F", "F", "H", "H", "H", "H", "F", "C", "F", "C", "F", "F", "C", "O", "C", "F", "F", "C", "F", "F", "H", "H", "H", "H", "F", "C", "F", "C", "F", "F", "C", "O", "C", "F", "F", "C", "F", "F", "H", "H", "H", "H", "O", "C", "C", "C", "C", "O", "H", "H", "H", "H", "H", "H", "O", "C", "C", "C", "C", "O", "H", "H", "H", "H", "H", "H", "C", "C", "C", "C", "N", "H", "H", "H", "H", "H", "H", "H", "C", "C", "C", "C", "N", "H", "H", "H", "H", "H", "H", "H", "C", "C", "C", "C", "N", "H", "H", "H", "H", "H", "H", "H", "C", "C", "C", "C", "N", "H", "H", "H", "H", "H", "H", "H", "C", "C", "C", "C", "N", "H", "H", "H", "H", "H", "H", "H", "C", "C", "C", "C", "N", "H", "H", "H", "H", "H", "H", "H"],
  "positions_angstrom": [[17.82, 18.62, -10.35], [17.82, 18.58, -11.71], [19.02, 19.04, -12.17], [17.61, 17.17, -12.26], [18.57, 16.36, -11.76], [17.72, 17.21, -13.61], [16.23, 16.60, -11.92], [15.23, 17.51, -12.32], [14.18, 17.01, -13.05], [14.66, 16.49, -14.21], [13.58, 16.03, -12.35], [13.21, 18.15, -13.38], [12.06, 17.64, -13.89], [12.90, 18.82, -12.23], [17.03, 19.28, -12.02], [16.19, 16.43, -10.84], [16.13, 15.61, -12.37], [13.66, 18.88, -14.05], [14.60, 15.70, -6.00], [14.63, 14.36, -6.21], [15.94, 13.98, -6.26], [13.82, 13.60, -5.14], [14.21, 14.02, -3.90], [14.14, 12.28, -5.25], [12.29, 13.81, -5.25], [11.77, 14.02, -6.54], [11.43, 12.84, -7.21], [12.51, 12.06, -7.35], [10.53, 12.15, -6.46], [10.78, 13.16, -8.56], [10.22, 12.04, -9.10], [9.80, 14.08, -8.47], [14.18, 14.12, -7.18], [12.13, 14.76, -4.74], [11.79, 13.02, -4.67], [11.56, 13.50, -9.25], [11.88, 20.49, -13.08], [12.70, 21.49, -12.67], [11.94, 22.60, -12.46], [13.50, 21.08, -11.40], [14.55, 21.94, -11.28], [14.01, 19.85, -11.64], [12.68, 21.16, -10.13], [11.53, 20.34, -10.24], [10.33, 20.85, -9.78], [10.43, 21.00, -8.44], [10.10, 22.05, -10.33], [9.24, 19.84, -10.14], [8.02, 20.31, -9.83], [9.29, 19.63, -11.50], [13.40, 21.70, -13.49], [12.44, 22.21, -9.90], [13.24, 20.84, -9.24], [9.47, 18.87, -9.70], [13.18, 15.23, -9.45], [13.50, 16.37, -9.23], [12.61, 17.59, -9.27], [13.47, 18.60, -8.50], [14.89, 18.04, -8.52], [14.70, 16.63, -8.68], [12.35, 17.88, -10.28], [11.78, 17.38, -8.61], [13.38, 19.64, -8.82], [13.11, 18.61, -7.47], [15.55, 18.49, -9.26], [15.28, 18.27, -7.53], [9.69, 17.49, -10.25], [9.69, 16.76, -11.21], [9.88, 15.26, -11.27], [9.97, 14.92, -12.74], [9.23, 16.15, -13.37], [9.33, 17.19, -12.43], [10.76, 14.97, -10.71], [9.00, 14.87, -10.75], [10.97, 14.75, -13.13], [9.36, 14.04, -12.94], [9.69, 16.38, -14.33], [8.18, 15.88, -13.48], [8.01, 20.61, -16.24], [9.01, 20.64, -15.08], [9.36, 19.27, -14.50], [9.65, 18.24, -15.51], [9.91, 17.43, -16.28], [7.60, 21.59, -16.47], [7.13, 20.03, -15.94], [8.46, 20.15, -17.12], [8.64, 21.22, -14.24], [9.90, 21.13, -15.49], [8.50, 18.84, -13.98], [10.16, 19.32, -13.77], [7.42, 13.32, -16.24], [7.98, 14.54, -16.94], [7.04, 15.73, -17.08], [6.48, 16.17, -15.79], [6.18, 16.54, -14.75], [7.05, 13.58, -15.25], [8.21, 12.58, -16.12], [6.62, 12.87, -16.83], [8.39, 14.28, -17.92], [8.82, 14.99, -16.41], [6.16, 15.51, -17.70], [7.55, 16.58, -17.54], [10.65, 9.32, -13.69], [10.37, 10.33, -12.57], [8.91, 10.47, -12.13], [8.01, 10.62, -13.28], [7.33, 10.66, -14.20], [11.73, 9.24, -13.83], [10.18, 9.60, -14.63], [10.27, 8.34, -13.41], [10.67, 11.32, -12.91], [11.02, 10.16, -11.71], [8.80, 11.35, -11.49], [8.57, 9.64, -11.51], [11.56, 14.84, -18.11], [12.55, 15.25, -17.02], [12.15, 14.70, -15.65], [11.79, 13.29, -15.56], [11.47, 12.19, -15.51], [11.33, 13.77, -18.06], [11.80, 15.18, -19.11], [10.66, 15.39, -17.82], [12.67, 16.33, -17.00], [13.54, 14.85, -17.28], [11.28, 15.24, -15.26], [13.02, 14.84, -15.00], [5.77, 16.75, -11.05], [5.29, 15.67, -10.07], [3.77, 15.64, -9.86], [3.25, 16.91, -9.35], [2.81, 17.89, -8.95], [5.70, 17.71, -10.54], [5.08, 16.85, -11.88], [6.78, 16.68, -11.46], [5.78, 15.73, -9.10], [5.53, 14.68, -10.47], [3.58, 14.86, -9.12], [3.24, 15.45, -10.79], [8.25, 18.01, -4.75], [9.48, 17.42, -5.46], [9.11, 16.74, -6.79], [8.19, 15.63, -6.58], [7.46, 14.75, -6.42], [8.55, 18.40, -3.78], [7.41, 17.33, -4.68], [7.88, 18.89, -5.29], [9.92, 16.63, -4.86], [10.24, 18.20, -5.57], [9.97, 16.32, -7.31], [8.72, 17.44, -7.53]],
  "mulliken_charge": [-0.26, 0.41, -0.30, 0.96, -0.32, -0.30, -0.71, -0.37, 0.38, -0.36, -0.17, -0.23, 0.04, -0.20, 0.08, -0.01, 0.58, 0.23, -0.27, 0.66, -0.34, 0.90, -0.33, -0.30, -1.06, -0.03, 0.71, -0.30, -0.32, 0.62, -0.33, -0.14, -0.11, 0.26, 0.48, -0.10, 0.03, -0.47, -0.35, 1.56, -0.43, 0.28, -1.81, 0.64, 0.50, -0.34, -0.33, 1.53, -0.38, 0.06, 0.36, 0.67, 0.54, -0.46, -0.79, 0.06, 2.94, -0.37, -0.35, -0.37, -1.36, -0.33, -0.88, 0.70, -0.17, 0.48, -0.95, -0.41, 1.01, -0.43, 2.06, 0.27, -0.94, 0.60, -0.01, 0.16, -2.30, -0.20, -1.35, -0.64, 2.08, 0.14, -0.53, 0.41, 0.31, 0.35, 0.42, 0.29, -0.06, -1.27, -1.40, 0.94, -0.83, 0.38, -0.53, 0.31, 0.35, 0.37, 0.48, -0.80, 0.45, 0.34, -1.44, 0.26, -0.08, 0.16, -0.50, 0.40, 0.32, 0.40, -0.31, 0.40, 0.01, 0.42, -1.05, -0.81, 2.22, 0.16, -0.52, 0.34, 0.41, 0.08, 0.25, 0.52, -1.35, -0.14, -0.86, -0.20, -0.64, 0.21, -0.44, 0.36, 0.46, -0.13, 0.17, 0.34, 0.36, 0.32, -1.35, -0.20, 1.66, -0.03, -0.63, 0.40, 0.34, 0.29, 0.18, 0.32, -0.63, -0.12],
  "e_lumo_ev": -0.021,
  "homo_energy_ha": -0.4002,
  "homo_lumo_gap_ev": 10.87,
  "smiles": "FC(F)C(F)(F)COC(F)(F)C(F)F.FC(F)C(F)(F)COC(F)(F)C(F)F.FC(F)C(F)(F)COC(F)(F)C(F)F.O=C1CCCO1.O=C1CCCO1.CCCC#N.CCCC#N.CCCC#N.CCCC#N.CCCC#N.CCCC#N"
}